Record 1
ORCA calculation (the ωB97M-V functional and the def2-TZVPD basis) on a structure of composition C29H18ClI2N4O4Pt.

```
59
Properties=species:S:1:pos:R:3
Pt -0.418 0.377 0.491
Cl 3.602 6.662 -0.433
C 2.440 5.409 -0.340
C 1.130 5.627 -0.814
C 0.199 4.636 -0.726
C 0.471 3.379 -0.086
O -0.482 2.581 0.116
C 1.851 3.144 0.311
C 2.305 1.901 0.830
N 1.547 0.903 1.173
C 2.026 -0.234 1.805
C 3.310 -0.742 1.732
C 3.623 -1.956 2.351
C 2.690 -2.647 3.080
C 1.375 -2.155 3.202
C 0.342 -2.818 3.898
C -0.914 -2.269 3.921
C -1.159 -1.071 3.236
N -0.219 -0.451 2.563
C 1.041 -0.947 2.545
C 2.788 4.177 0.179
H 0.880 6.584 -1.244
H -0.812 4.794 -1.069
H 3.383 1.832 0.979
H 4.059 -0.249 1.133
H 4.612 -2.365 2.219
H 2.942 -3.591 3.538
H 0.555 -3.745 4.409
H -1.719 -2.738 4.461
H -2.143 -0.623 3.220
H 3.802 4.006 0.511
I -5.652 0.478 0.066
C -4.260 0.579 -1.478
C -4.638 0.683 -2.805
C -3.698 0.719 -3.816
I -4.377 0.898 -5.800
C -2.310 0.637 -3.521
C -1.275 0.652 -4.474
C 0.036 0.561 -4.071
C 0.318 0.434 -2.708
N -0.635 0.430 -1.805
C -1.921 0.527 -2.162
C -2.896 0.501 -1.080
O -2.571 0.394 0.122
H -5.687 0.734 -3.051
H -1.518 0.726 -5.523
H 0.841 0.576 -4.787
H 1.331 0.315 -2.347
O -2.578 -2.162 0.804
C -1.497 -2.586 0.465
C -1.099 -4.060 0.378
C 0.385 -4.019 0.029
C 0.679 -2.534 -0.148
O 1.734 -2.023 -0.457
N -0.442 -1.815 0.115
H -1.703 -4.535 -0.398
H -1.324 -4.550 1.327
H 0.628 -4.552 -0.891
H 1.018 -4.418 0.823
```

As for the expectation value of S²: 6.11. As for the multiplicity: 5. The value obtained for the HOMO-LUMO gap (spin up / spin down) is 6.538 / 5.345 eV. Its net charge is +1.

---

Record 2
ORCA calculation (the ωB97M-V functional and the def2-TZVPD basis) on the molecule C18H20Cl2N4O2S.

```
47
Properties=species:S:1:pos:R:3
C -0.167 4.001 -2.349
C 0.270 4.694 -1.016
C -0.062 6.182 -0.998
C -0.328 3.907 0.179
C 0.475 2.699 0.496
N -0.353 1.679 1.086
C -0.675 0.475 0.460
C 0.316 -0.272 -0.201
C 0.035 -1.487 -0.872
N 1.016 -2.128 -1.527
S 1.262 -3.808 -1.484
O 2.478 -4.133 -2.232
O 0.115 -4.571 -1.997
C 1.508 -4.129 0.290
C 2.830 -3.977 0.741
C 3.112 -4.101 2.067
C 2.078 -4.351 2.961
Cl 2.361 -4.314 4.663
C 0.754 -4.525 2.527
C 0.480 -4.393 1.171
C -1.299 -1.923 -0.928
C -2.279 -1.203 -0.257
C -3.625 -1.419 -0.080
Cl -4.598 -2.759 -0.643
N -4.044 -0.352 0.761
N -3.001 0.490 1.054
C -1.968 -0.049 0.441
H -1.238 4.194 -2.563
H 0.435 4.377 -3.173
H -0.002 2.932 -2.331
H 1.349 4.566 -0.982
H 0.310 6.613 -0.086
H 0.428 6.717 -1.829
H -1.150 6.359 -1.093
H -1.352 3.625 -0.087
H -0.373 4.495 1.079
H 0.983 2.333 -0.381
H 1.200 2.932 1.250
H -1.171 2.042 1.585
H 1.354 0.093 -0.193
H 1.927 -1.677 -1.441
H 3.632 -3.716 0.055
H 4.116 -3.989 2.404
H -0.070 -4.666 3.235
H -0.523 -4.465 0.782
H -1.537 -2.792 -1.525
H -5.009 -0.207 0.980
```

Its structure (SMILES) is CC(C)CCNc1cc(NS(=O)(=O)c2ccc(Cl)cc2)cc2c(Cl)[nH]nc12. The value obtained for the HOMO-LUMO gap is 7.580 eV.

---

Record 3
ORCA calculation (the ωB97M-V functional and the def2-TZVPD basis) on the molecule C4H3N.

```
8
Properties=species:S:1:pos:R:3
C -1.323 -0.414 1.314
C -0.414 -0.331 0.515
C 0.394 0.008 -0.880
C 1.874 -0.475 -0.627
N 1.346 -0.749 0.429
H -2.266 -0.374 1.823
H 0.396 1.087 -1.062
H -0.035 -0.568 -1.706
```

The value obtained for the HOMO-LUMO gap is 9.354 eV.

---

Record 4
ORCA calculation (the ωB97M-V functional and the def2-TZVPD basis) on a structure of composition C12H15BeFN3.

```
32
Properties=species:S:1:pos:R:3
Be -1.593 -3.493 3.256
F -0.992 -1.252 2.004
N 0.656 -1.506 -0.170
C 1.350 -2.666 -0.421
C 2.208 -2.281 -1.437
C 2.182 -0.878 -1.601
C 1.241 -0.457 -0.730
H 0.082 -1.432 0.658
H 0.988 -3.560 0.065
H 2.919 -2.852 -2.015
H 2.820 -0.250 -2.204
H 0.879 0.527 -0.473
N 0.639 0.950 2.227
C 2.014 1.141 2.141
C 2.316 2.444 2.463
C 1.113 3.101 2.493
C 0.130 2.159 2.303
H 0.060 0.149 2.021
H 2.577 0.249 1.910
H 3.299 2.890 2.467
H 0.939 4.150 2.681
H -0.919 2.305 2.090
N -2.150 -0.370 -0.937
C -2.584 -1.156 -2.012
C -2.943 -0.279 -2.995
C -2.451 0.993 -2.640
C -2.117 0.962 -1.329
H -2.008 -0.590 0.039
H -2.873 -2.196 -2.019
H -3.371 -0.426 -3.976
H -2.549 1.888 -3.236
H -1.864 1.736 -0.620
```

As for the expectation value of S²: 1.71. As for the multiplicity: 2. The value obtained for the HOMO-LUMO gap (spin up / spin down) is 2.250 / 2.646 eV. Its net charge is +2.

---

Record 5
ORCA calculation (the ωB97M-V functional and the def2-TZVPD basis) on the molecule C6H14N2.

```
22
Properties=species:S:1:pos:R:3
C 1.152 2.355 1.036
C 0.346 1.076 1.185
C -0.177 0.711 -0.228
C -0.737 -0.700 -0.293
C 0.400 -1.737 -0.413
N 0.443 -2.364 -1.663
C -1.864 -0.816 -1.326
N 1.183 0.066 1.707
H 1.416 2.770 2.013
H 2.073 2.153 0.485
H 0.579 3.133 0.522
H -0.554 1.238 1.806
H -0.966 1.432 -0.512
H 0.614 0.984 -0.944
H 0.376 -2.392 0.454
H 1.335 -2.874 -1.682
H 1.325 -1.058 -0.279
H -1.990 -1.865 -1.589
H -2.774 -0.396 -0.914
H -1.555 -0.246 -2.200
H 0.551 -0.631 2.118
H -1.173 -0.838 0.717
```

The value obtained for the HOMO-LUMO gap is 4.600 eV.

---

Record 6
ORCA calculation (the ωB97M-V functional and the def2-TZVPD basis) on a cluster of 2 separate species, C8H12ClN2O5S2 in total.

```
30
Properties=species:S:1:pos:R:3
C -0.175 3.545 -1.037
C 0.196 2.198 -0.167
C -0.054 2.472 1.447
Cl 1.164 3.758 1.993
S 0.158 0.793 2.292
O -0.146 0.863 3.833
O 1.627 0.367 2.059
N -1.042 -0.267 1.595
S -0.375 -1.828 1.164
O -1.616 -2.790 0.998
O 0.466 -2.431 2.322
C 0.505 -1.749 -0.488
C -0.245 -1.762 -1.970
C 0.489 -1.734 -3.421
N 1.976 -1.711 -3.507
C 2.703 -1.667 -2.206
C 2.167 -1.682 -0.669
H -0.714 3.219 -2.041
H 0.811 4.143 -1.239
H -0.871 4.218 -0.352
H 1.341 1.890 -0.294
H -0.456 1.275 -0.546
H -1.159 2.833 1.597
H -1.434 -1.811 -1.971
H -0.133 -1.753 -4.432
H 3.895 -1.643 -2.304
H 2.883 -1.651 0.278
O -4.236 -2.059 2.407
H -4.308 -2.956 2.768
H -3.417 -2.079 1.890
```

The value obtained for the HOMO-LUMO gap is 7.901 eV. Its net charge is -1.

---

Record 7
ORCA calculation (the ωB97M-V functional and the def2-TZVPD basis) on a cluster of 2 separate species, C6H11F2NOS in total.

```
22
Properties=species:S:1:pos:R:3
C 1.529 -0.971 -0.467
C 0.389 0.785 1.994
C -2.025 -1.343 0.079
C 0.109 0.812 0.504
C -0.789 -1.174 -0.853
C 3.354 0.169 0.046
N 0.341 -0.507 -0.170
O 1.883 -1.991 -0.978
F 3.678 -0.313 1.257
F 3.237 1.566 0.258
S 4.495 -0.299 -1.191
H 0.972 -0.091 2.182
H 0.992 1.677 2.258
H -0.532 0.590 2.713
H -2.395 -0.346 0.474
H -2.970 -1.705 -0.313
H -1.767 -2.097 0.907
H -0.917 1.173 0.331
H 0.818 1.438 0.081
H -0.442 -2.119 -1.081
H -1.112 -0.726 -1.872
H 3.802 -1.481 -1.442
```

The value obtained for the HOMO-LUMO gap is 9.535 eV.

---

Maximum force values, unit hartree/bohr, following the record order: 0.0285; 0.0918; 0.0631; 0.0719; 0.0506; 0.1372; 0.0732.